Record 1
A structure of composition C13H37N10O25S2, computed with the ωB97M-V functional and the def2-TZVPD basis.

Structure (XYZ):
```
87
Properties=species:S:1:pos:R:3:mulliken_charge:R:1
O -1.0891 -1.8831 0.4711 -0.4179
H 5.0925 -2.4398 -0.3271 0.2941
N 5.1295 3.5989 -3.9024 0.8891
H 0.2944 -2.3692 -4.8251 0.1343
H -2.9493 -0.5289 -1.4592 0.1617
C 3.0723 -1.2274 4.9013 -0.7040
N -1.2767 -3.2125 -5.9132 0.9450
S -3.2368 3.5689 -2.7903 0.9620
H 2.3497 -0.4251 4.7746 0.1832
O -0.9536 -2.1543 -1.6547 -0.5191
O 6.0224 3.7614 -4.7108 -0.5547
O -4.2215 6.7953 -2.0393 -0.6358
N 0.4386 0.7896 -4.4421 1.0390
C 0.7729 0.6744 0.4728 -0.1198
C -3.2480 -4.2555 6.1566 -0.6198
H 0.3205 3.4322 -0.7251 0.3231
C 0.3600 -3.4902 2.1849 -0.7019
O 0.9735 1.7347 -3.9060 -0.5025
H 4.7531 -3.6156 0.9888 0.2976
H -0.7239 2.4519 0.3545 0.2602
O -1.2549 2.4754 4.7642 -0.5538
O 1.1803 0.7689 2.8320 -0.2302
O 0.6530 1.4007 -0.7354 -0.3427
H 2.5806 1.3364 1.4614 0.3147
N 6.6532 -3.7560 0.1069 0.9018
O -3.3356 2.4703 -3.7299 -0.6722
O -1.4394 2.2565 2.6331 -0.5238
H 3.8908 -0.9232 5.5475 0.2985
H 2.6041 -2.1402 5.2480 0.2917
C -3.3160 2.9342 3.7823 -0.8083
O -2.0264 -2.2584 -5.9663 -0.5548
N -0.4810 -2.8922 3.2547 1.0736
C 5.4826 -2.9490 0.5495 -0.6694
S -4.4497 5.9959 -3.2202 0.8911
H 0.4392 1.2605 3.2037 0.1543
C -0.3255 -3.2614 -4.7711 -0.4896
N -1.5620 -1.8561 -0.6476 0.8030
N -4.0752 -3.6449 7.2337 0.8651
O 7.5748 -3.1566 -0.4071 -0.5449
H -1.5188 4.4407 -1.5175 0.6360
O -4.0779 3.4693 -1.6121 -0.6590
H -1.4495 0.9327 -3.5859 0.0019
H -3.3670 -1.1729 0.1663 0.3138
H -3.4168 3.8120 3.1505 0.3175
H -3.5707 3.1392 4.8148 0.3214
H -3.8290 -5.0428 5.6921 0.3101
N 3.6477 -1.4901 3.5574 1.0059
O -5.1932 -4.0840 7.4117 -0.5340
H -3.8978 2.1147 3.3715 0.2798
O -1.2538 -4.1222 -6.7174 -0.5750
H 1.2038 2.4620 1.6375 0.3219
H 5.8372 -2.2212 1.2726 0.2458
O 4.1684 -0.5571 2.9914 -0.5439
O 6.6173 -4.9568 0.2877 -0.5387
H 1.3305 -0.2326 0.2297 0.3576
H 0.2584 -4.1691 -4.8657 0.3458
H -2.3477 -4.6400 6.6265 0.2584
O 4.9117 4.3222 -2.9530 -0.5418
H -0.9021 3.8360 -3.0890 0.2236
O -4.7805 6.6830 -4.4434 -0.6412
H -0.2155 0.3677 0.8349 0.1471
O -3.5705 -2.7418 7.8676 -0.5301
H 4.3063 1.8234 -3.1789 0.2435
C -1.5360 3.6098 -2.2274 -0.7281
H -2.9903 -3.4734 5.4484 0.2561
C -1.0398 0.8142 -4.5849 -0.3001
H 0.6130 -2.6892 1.4961 0.1785
C -0.2245 2.4868 -0.6217 -0.4426
H 4.5573 1.8821 -4.9577 0.3139
C 1.5009 1.4107 1.5982 -0.5970
O 3.5267 -2.6037 3.0761 -0.5262
H -3.5113 -2.2144 -1.2945 0.3266
H -5.4932 5.1979 -2.9150 0.1256
O -1.6028 -3.3360 3.4221 -0.5881
H -0.9145 -3.2466 -3.8592 0.1985
O 1.0376 -0.1974 -4.8441 -0.6692
O -1.2096 2.3830 -1.6156 -0.1417
N -1.8879 2.5222 3.7314 0.8920
H -1.3418 -0.1158 -5.0522 0.1049
O 0.0077 -1.9891 3.8966 -0.5318
H -0.2123 -4.2710 1.6994 0.2777
H 1.2586 -3.8714 2.6624 0.3403
C -2.9699 -1.4047 -0.8142 -0.6978
H -1.3134 1.6830 -5.1751 0.2898
H 3.2143 2.7902 -4.1854 0.1971
C 4.2309 2.4252 -4.0794 -0.5424
N -3.2637 4.9692 -3.5025 -0.4205
```

- orbital gap (hartree) = 0.2742
- charge = -1
- LUMO (eV) = 1.2
- E (eV) = -101815.630
- largest force on an atom (hartree/bohr) = 0.0090
- highest occupied orbital energy (eV) = -6.30
- multiplicity = 1



Record 2
A structure of composition C15H30AuN4O2 in a non-equilibrium geometry, computed with the ωB97M-V functional and the def2-TZVPD basis.

Structure (XYZ):
```
52
Properties=species:S:1:pos:R:3:mulliken_charge:R:1
H 3.0590 0.4538 -1.6174 0.0420
C 1.0934 1.9630 -1.2607 1.1258
C 2.9179 0.8839 -2.5969 -0.7714
H -1.2198 1.8182 -0.4636 0.7370
C -0.2203 -3.3626 0.8032 -1.1683
O -1.3420 -1.2110 3.6645 -0.5483
H -0.8653 -0.6027 1.7884 -0.4242
H 3.7286 -2.7068 -1.8069 0.3318
C -5.3252 -0.6992 2.4921 -0.3865
H -6.0397 -1.3483 3.0277 0.4020
C -2.9765 -0.1199 2.2958 0.4108
H -4.7908 2.3351 1.1386 0.4677
C -5.7439 0.5979 2.1783 -0.4436
C -1.0471 2.7932 -0.5131 -1.5363
O 2.0243 -2.8762 0.1178 -0.4559
Au 1.4969 -0.7485 0.0102 0.4749
N -3.4259 1.0768 1.7553 -0.2738
H -6.7575 0.9657 2.3005 0.4571
H 5.2018 -3.1788 -0.9325 0.3984
C -3.9509 -1.0814 2.5512 -0.0963
C -4.7022 1.4314 1.7022 -0.0585
H -1.1378 3.2345 0.5090 0.2812
H -0.4173 4.4214 -2.7237 0.3717
H -0.4425 -1.4364 3.8425 0.3115
H 0.1837 5.0669 -1.1703 0.4045
H 4.4102 -1.5804 -0.7416 0.2828
C 3.3764 -3.2360 0.3096 -0.3022
H 3.5040 -4.3274 0.3399 0.4510
C 0.3265 4.2545 -1.9103 -1.0895
H 1.7020 1.8603 -4.5125 0.3709
N 1.7898 1.7511 -2.4256 0.1822
H 1.3574 4.3004 -2.2168 0.3982
H 3.7167 1.3851 -3.0593 0.4124
H -0.4344 -2.7737 -0.1566 0.2604
H -1.8533 3.2318 -1.0896 0.4138
H 1.0752 -4.7907 -0.1256 0.3122
C -1.4865 -0.2527 2.6204 0.2705
N 0.1874 2.9588 -1.2580 -0.0211
H 1.9942 3.4761 -3.8166 0.3772
C 1.4081 2.5352 -3.6139 -1.0778
H -0.9259 -4.1362 1.1331 0.4306
N 1.0822 1.1126 -0.1718 -0.4257
H -1.1115 0.7336 2.9530 0.4301
H -0.2412 -2.6152 1.5731 0.1595
H 0.3225 2.7005 -3.6525 0.4543
H 1.5243 -4.3553 1.5465 0.4483
C 4.2492 -2.6365 -0.8596 -1.1669
H -3.6091 -2.1147 2.7886 0.4212
H 3.7663 -2.9688 1.2964 0.3436
H 2.6165 0.0723 -3.2900 0.4474
C 1.1599 -3.9465 0.6065 -0.1574
H 0.7921 1.6919 0.6412 0.3207
```

- orbital gap (spin up / spin down) (hartree) = 0.3719 / 0.1952
- ⟨S²⟩ = 2.066
- charge = +3
- LUMO (spin up / spin down) (eV) = -8.9 / -13.4
- E (eV) = -29755.842
- largest force on an atom (hartree/bohr) = 0.0868
- highest occupied orbital energy (spin up / spin down) (eV) = -19.00 / -18.72
- multiplicity = 3



Record 3
The molecule C6H5BBrFO3 in a non-equilibrium geometry, computed with the ωB97M-V functional and the def2-TZVPD basis.

Structure (XYZ):
```
17
Properties=species:S:1:pos:R:3:mulliken_charge:R:1
C -0.8313 -1.0082 1.5744 -0.0908
H 0.9005 1.7242 2.6885 0.3654
B 0.5551 0.5124 -2.0326 0.4238
H 1.7624 -0.1292 -3.4723 0.2802
H -1.8849 -2.5600 -0.3068 0.3333
C 0.4738 0.7108 -0.5104 0.1003
C -0.2291 -0.0171 2.4039 -0.3252
O 1.7134 0.0125 -2.5267 -0.5012
H -0.3849 -0.1311 3.4665 0.3783
H -0.4806 0.6463 -3.7146 0.2815
O -0.5359 0.8148 -2.7740 -0.5088
F 1.5850 2.4615 0.4878 -0.2955
C 0.4957 1.0296 1.9676 -0.6168
O -1.3010 -1.8691 -0.6696 -0.4102
C -0.8253 -1.1000 0.2661 0.4317
C 0.8147 1.3341 0.6003 0.4694
Br -1.8278 -2.4314 2.5518 -0.3153
```

- orbital gap (hartree) = 0.2895
- charge = 0
- LUMO (eV) = -0.7
- E (eV) = -85880.493
- largest force on an atom (hartree/bohr) = 0.0909
- highest occupied orbital energy (eV) = -8.53
- energy above the lowest of the compared OMol25 structures with the same formula, charge and spin (eV) = 0.000
- multiplicity = 1